1.
102
Properties=species:S:1:pos:R:3 method="wB97M-V/def2-TZVPD" charge=+2 homo_ev=-13.71 lumo_energy_ha=-0.2874 multiplicity=1 relative_energy_kj_mol=39.8 orbital_gap_ha=0.217
Se 0.4181 1.9458 -0.4361
V 0.1414 0.7949 1.8222
O 1.4221 -0.0650 1.1986
O -1.1606 0.1065 0.9570
O -1.1626 2.0911 2.5135
N 0.1265 0.4869 3.7081
N 1.8782 1.9015 2.7174
N -1.2063 0.3749 4.0420
C -2.9805 -2.1099 1.3164
C 5.1389 -1.8399 1.1031
C 4.9935 -1.4724 -3.9946
C 3.6586 -1.2030 -1.4736
C 3.8784 -0.4319 -3.9041
C 4.0244 2.9311 2.6273
C 2.3564 0.6609 -2.2013
C 1.7986 0.6786 -0.9555
C -1.8239 1.3835 3.4047
C 1.1328 0.5577 4.5087
C 4.4012 2.2967 3.7928
C -4.7500 -2.2384 -0.4096
C 2.2471 1.2896 3.8721
C -3.7418 2.9140 3.3624
C 2.7343 -0.8446 -4.8473
C -3.2217 -0.4030 -2.0320
C -3.9616 0.7863 4.5053
C -1.7346 0.1469 -0.2976
C 1.0592 0.1345 5.9225
C -5.2621 1.1112 4.8444
C -5.7965 2.3370 4.4585
C 2.1463 -0.2446 0.0369
C -3.7880 -1.2827 0.3073
C 2.9241 -2.0903 2.2067
C -2.9280 0.4254 -4.4411
C 2.7543 2.6965 2.1136
C -3.2024 1.6914 3.7613
C -3.0737 1.8842 -4.8977
C -5.0392 3.2380 3.7213
C -1.8049 -0.2534 -5.2437
C -2.5408 0.3761 -2.9641
C -2.8843 -0.5287 -0.6780
C 3.5239 -3.6211 0.3514
C 3.6567 -2.1779 0.8646
C -4.6221 -0.2190 1.0437
C -1.0772 0.9777 -1.1997
C 4.4363 0.9307 -4.3391
C 3.1172 -1.1955 -0.1804
C 3.4903 1.4595 4.4323
C -1.4514 1.1232 -2.5088
C -4.2424 -0.3073 -4.7131
C 3.3057 -0.3308 -2.4933
H 5.2600 -0.7925 1.3946
H -5.8639 0.4114 5.4098
H 3.0773 -1.1183 2.6868
H 1.9425 -0.0897 -4.8688
H -3.6739 -2.6213 1.9871
H -5.3291 -2.7783 0.3404
H 5.3861 2.4554 4.2128
H 4.4193 -1.9404 -1.6803
H 0.0575 0.3259 6.3052
H 2.4325 3.1851 1.2054
H -5.4659 -1.7144 -1.0440
H -5.4598 4.1900 3.4267
H -3.1397 3.5991 2.7807
H 5.7422 -2.0136 0.2105
H -3.9884 0.5201 1.5346
H 4.6938 3.6073 2.1132
H -4.4980 -0.2022 -5.7681
H -3.7930 2.4225 -4.2755
H -5.2730 0.3082 0.3426
H 2.2929 -1.7953 -4.5370
H -0.9167 1.8005 -3.1650
H -6.8110 2.5920 4.7392
H 4.6306 -2.4810 -3.7796
H 4.0034 -4.3019 1.0569
H -2.3205 -1.5043 1.9381
H 5.5371 -2.4680 1.9027
H 3.7468 0.9521 5.3532
H 2.0682 1.3977 -2.9422
H -2.3838 -2.8719 0.8093
H -2.1237 2.4235 -4.8714
H -4.1659 -1.3769 -4.5011
H -4.0877 -0.9449 -2.3723
H 1.8546 -2.2798 2.1049
H -3.4319 1.9115 -5.9282
H 5.8212 -1.2419 -3.3182
H 5.1868 1.2950 -3.6324
H 4.9120 0.8357 -5.3170
H 1.2298 -0.9437 5.9863
H 1.7978 0.6438 6.5358
H 3.9983 -3.7670 -0.6188
H 5.3921 -1.4817 -5.0098
H 3.3288 -2.8534 2.8727
H -5.2481 -0.6906 1.8061
H -1.6526 -1.2835 -4.9111
H -3.5296 -0.1603 4.8026
H -2.0640 -0.2724 -6.3048
H -0.8585 0.2861 -5.1374
H 3.6539 1.6885 -4.4326
H -5.0686 0.1101 -4.1311
H 2.4737 -3.9093 0.2622
H -4.2145 -2.9752 -1.0140
H 3.1150 -0.9608 -5.8645

2.
106
Properties=species:S:1:pos:R:3 method="wB97M-V/def2-TZVPD" charge=-2 homo_ev="-1.22 / -2.99" lumo_energy_ha="0.1315 / 0.1315" multiplicity=2 relative_energy_kj_mol=0.0 orbital_gap_ha="0.176 / 0.241"
Te -1.1085 -0.1697 -1.4833
Se 0.8599 2.1413 1.0779
Se 4.2492 0.7602 1.4272
Ca 2.1664 -0.9590 -0.0976
Cl 4.3204 -1.8516 -2.0539
Cl 3.5753 -3.1109 -4.5839
P 2.4904 1.6208 2.3499
O -1.6910 -4.5537 6.2460
O 2.9600 -4.5988 2.3232
O 0.4864 -1.3412 1.3763
O 2.8296 -2.7416 1.1273
O -2.0697 -0.6555 1.6925
O 2.0733 0.7083 -1.7567
O 1.4200 -2.1810 -1.9764
O 0.0863 -5.6935 5.8382
O -2.4209 -0.4656 3.8063
O 1.0242 -1.2301 -3.9802
N -1.8876 -1.0101 2.8469
N -0.9950 -4.3910 -0.0645
N 2.3278 -3.5357 2.0336
N -0.1483 1.4326 -2.0271
N -0.6737 -4.7662 5.5945
C 2.7715 2.8511 -3.4656
C 3.8211 2.9164 4.4542
C -2.9358 -2.0170 -4.9854
C 0.2136 0.0689 5.3651
C -3.9430 0.3563 -0.4837
C 2.8124 4.3736 2.8329
C -4.1757 -1.0984 -0.7994
C 3.2604 -1.7397 -3.4791
C 3.0747 3.0890 3.2917
C 1.7467 -1.7093 -3.1113
C 4.0366 5.3015 4.6872
C 3.2954 5.4768 3.5268
C -2.7427 0.5882 -4.0276
C -3.4130 0.3020 -5.2160
C -3.5164 -0.9871 -5.7128
C -0.9175 -2.0454 3.1172
C 1.3807 5.2006 -2.9950
C 1.8893 0.5408 3.6988
C -2.2534 -1.7821 -3.7969
C -2.7009 0.9588 -0.6802
C 2.5148 5.2188 -3.7984
C 4.2971 4.0169 5.1505
C 1.6255 2.8254 -2.6819
C 3.2081 4.0392 -4.0349
C -1.2124 -2.8590 4.1943
C -1.6684 -2.9497 -3.0525
C 0.6768 0.8481 4.3178
C 0.9530 -1.0262 5.7995
C 0.0960 -4.6688 -0.2951
C -4.7462 2.4672 0.3902
C -2.1535 -0.4649 -3.3295
C 0.2543 -2.1549 2.3080
C -2.7268 2.0225 -3.5580
C 0.7999 -4.1040 3.7386
C 2.6179 -0.5637 4.1228
C -0.3624 -3.8943 4.4845
C 0.9330 4.0070 -2.4473
C 1.4769 -5.0385 -0.5918
C -4.2137 -1.2666 -7.0184
C -4.9630 1.1400 0.0416
C 2.1479 -1.3448 5.1742
C 1.1343 -3.2557 2.6976
C 1.1719 1.5101 -2.0893
C -3.4936 3.0350 0.2198
C -2.4673 2.2749 -0.3237
H -0.7455 0.2922 5.8159
H 2.1463 -4.2203 -0.3239
H -5.9358 0.6919 0.2078
H -5.5537 3.0493 0.8178
H -3.3070 4.0586 0.5190
H -2.8332 2.6899 -4.4133
H -5.0892 -1.4521 -0.3229
H 1.4679 -4.9158 3.9753
H 3.0878 6.4754 3.1612
H 4.8721 3.8732 6.0574
H -4.8230 -0.4178 -7.3300
H -2.1053 -2.6846 4.7788
H 2.8606 6.1504 -4.2302
H 0.8455 6.1204 -2.7920
H -4.8589 -2.1430 -6.9395
H -1.8012 2.2696 -3.0347
H 0.5772 -1.6506 6.6017
H -3.4853 -1.4649 -7.8081
H -0.6002 -2.8151 -2.8745
H 3.3176 1.9290 -3.6138
H -3.5633 2.2077 -2.8795
H 3.5323 -0.8246 3.6066
H -2.1429 -3.0893 -2.0782
H 2.7004 -2.2248 5.4764
H 0.0499 3.9835 -1.8233
H 4.0286 1.9144 4.8121
H -3.0061 -3.0358 -5.3518
H 0.0842 1.6751 3.9448
H -4.2608 -1.2656 -1.8767
H 4.4080 6.1614 5.2319
H 3.5121 -0.8307 -4.0117
H -3.3550 -1.7111 -0.4141
H 1.5776 -5.2391 -1.6577
H -1.4805 2.6963 -0.4715
H 1.7553 -5.9151 -0.0096
H -3.8625 1.1234 -5.7657
H -1.8091 -3.8702 -3.6182
H 4.0965 4.0471 -4.6545
H 2.2192 4.4941 1.9335